1.
Entry from OMol25: 10 unconnected molecules or ions with the total composition H19O10 (wB97M-V/def2-TZVPD).

Geometry as XYZ:
```
29
Properties=species:S:1:pos:R:3
O -2.90 -0.78 -0.98
H -2.22 -0.14 -0.63
H -2.48 -1.18 -1.75
O 2.93 0.92 -2.28
H 3.05 1.83 -1.99
H 1.96 0.86 -2.13
O -1.94 -2.81 1.19
H -2.51 -2.05 1.28
H -1.47 -2.78 0.36
O -1.24 1.21 -0.26
H -0.37 1.39 0.79
H -1.91 1.37 0.43
O 0.53 1.70 1.37
H 1.28 0.00 1.55
H 0.32 2.45 1.92
O 2.58 3.11 0.06
H 1.66 3.29 -0.16
H 2.45 2.20 0.39
O 0.20 1.33 -2.49
H -0.20 1.80 -1.73
H -0.20 0.46 -2.44
O 1.43 -0.95 1.40
H 1.81 -1.06 0.54
H 0.34 -1.29 3.48
O 0.46 -0.52 4.07
H 1.01 -0.02 3.45
O -1.57 -3.07 -1.73
H -1.35 -3.46 -2.58
H -1.64 -3.82 -1.13
```

Results
HOMO energy, eV: -6.02
Orbital gap, eV: 8.63
Net charge: -1
ΔE to the lowest compared entry with this formula, charge and spin, eV: 1.026

Results of the Mulliken charge analysis, in e, for atoms 1 through 8: atom 1 (O): -0.6336, atom 2 (H): 0.4056, atom 3 (H): 0.2769, atom 4 (O): -0.6799, atom 5 (H): 0.3274, atom 6 (H): 0.3737, atom 7 (O): -0.6302, atom 8 (H): 0.3097

2.
Entry from OMol25: a molecular structure, C40H50Br2CoF5SSb2 (wB97M-V/def2-TZVPD).

Geometry as XYZ:
```
101
Properties=species:S:1:pos:R:3
Co -1.20 0.67 -0.06
Br -0.25 0.64 2.35
C 0.84 2.17 1.87
Br 0.83 2.39 -0.06
H 1.85 1.96 2.20
H 0.40 3.05 2.31
F -3.15 -5.80 0.36
C -2.52 -4.70 -0.01
C -2.75 -3.50 0.64
F -3.62 -3.44 1.65
C -2.07 -2.38 0.23
F -2.33 -1.22 0.90
C -1.16 -2.37 -0.81
S -0.30 -0.92 -1.32
C -0.96 -3.58 -1.46
F -0.12 -3.65 -2.49
C -1.62 -4.73 -1.07
F -1.39 -5.88 -1.70
C -3.93 0.92 -3.32
C -4.61 0.76 -1.96
C -4.51 -0.71 -1.53
C -6.07 1.20 -2.04
Sb -3.45 1.92 -0.52
C -3.12 3.91 -1.35
C -4.40 4.52 -1.92
C -2.07 3.77 -2.45
C -2.56 4.80 -0.24
C -4.57 2.13 1.35
C -4.80 0.71 1.88
C -3.68 2.88 2.35
C -5.89 2.87 1.18
H -4.34 0.18 -4.00
H -2.85 0.76 -3.27
H -4.12 1.90 -3.76
H -5.06 -1.31 -2.26
H -4.95 -0.90 -0.55
H -3.48 -1.06 -1.53
H -6.55 0.66 -2.86
H -6.19 2.27 -2.24
H -6.62 0.96 -1.13
H -4.76 3.97 -2.80
H -4.18 5.54 -2.25
H -5.21 4.58 -1.20
H -2.39 3.12 -3.27
H -1.12 3.38 -2.07
H -1.87 4.76 -2.87
H -3.34 5.16 0.43
H -2.10 5.69 -0.70
H -1.79 4.31 0.36
H -3.87 0.19 2.11
H -5.38 0.10 1.20
H -5.37 0.78 2.82
H -2.65 2.52 2.36
H -4.08 2.73 3.36
H -3.67 3.96 2.16
H -6.58 2.35 0.51
H -5.75 3.88 0.81
H -6.38 2.94 2.16
C 6.06 -2.41 1.27
C 6.40 -1.38 0.22
C 7.73 -1.18 -0.12
C 8.10 -0.26 -1.09
C 7.14 0.49 -1.75
C 5.80 0.30 -1.41
C 5.42 -0.62 -0.44
Sb 3.31 -0.67 -0.06
C 2.96 -2.77 -0.35
C 2.84 -3.72 0.67
C 2.54 -5.04 0.40
C 2.36 -5.44 -0.92
C 2.49 -4.51 -1.94
C 2.79 -3.18 -1.68
C 2.94 -2.22 -2.84
C 3.36 -0.40 2.08
C 2.61 -1.19 2.96
C 2.59 -0.96 4.33
C 3.32 0.11 4.84
C 4.03 0.93 3.98
C 4.06 0.70 2.61
C 4.87 1.65 1.74
H 6.97 -2.90 1.63
H 5.39 -3.17 0.88
H 5.57 -1.95 2.14
H 8.50 -1.76 0.38
H 9.15 -0.12 -1.34
H 7.41 1.20 -2.51
H 5.04 0.89 -1.92
H 3.04 -3.44 1.70
H 2.46 -5.76 1.20
H 2.12 -6.47 -1.15
H 2.36 -4.83 -2.97
H 2.75 -2.72 -3.78
H 3.94 -1.80 -2.88
H 2.23 -1.38 -2.76
H 2.00 -2.00 2.57
H 2.01 -1.60 4.98
H 3.32 0.30 5.91
H 4.58 1.77 4.39
H 4.93 2.63 2.22
H 4.44 1.78 0.75
H 5.89 1.29 1.60
```

Results
HOMO energy (alpha / beta), eV: -10.12 / -10.14
Orbital gap (alpha / beta), eV: 7.07 / 6.27
<S²>: 3.7637
Spin multiplicity: 4
Net charge: +1
ΔE to the lowest compared entry with this formula, charge and spin, eV: 0.000

Results of the Mulliken charge analysis, in e, for atoms 1 through 8: atom 1 (Co): 0.9283, atom 2 (Br): -0.1094, atom 3 (C): -0.1096, atom 4 (Br): -0.0948, atom 5 (H): -0.1801, atom 6 (H): 0.6030, atom 7 (F): -0.2944, atom 8 (C): 0.7042

3.
Entry from OMol25: 6 unconnected molecules or ions with the total composition C15H27Cl9O6 (wB97M-V/def2-TZVPD).

Geometry as XYZ:
```
57
Properties=species:S:1:pos:R:3
C 0.25 1.03 -6.38
Cl -1.28 0.47 -5.69
Cl 0.40 2.82 -6.22
Cl 0.43 0.55 -8.01
H 1.05 0.62 -5.79
C -4.91 3.56 -0.09
Cl -6.49 4.18 0.35
Cl -4.61 2.00 0.71
Cl -3.69 4.77 0.35
H -4.77 3.38 -1.15
C -0.91 1.45 -2.13
Cl -0.35 3.00 -1.50
Cl -2.65 1.59 -2.57
Cl -0.75 0.11 -1.04
H -0.40 1.30 -3.06
O 1.08 -0.38 -3.65
C 2.22 -0.78 -3.42
O 3.31 -0.02 -3.38
C 3.17 1.41 -3.52
C 2.94 2.06 -2.22
C 2.66 -2.19 -3.18
H 2.35 1.59 -4.22
H 4.09 1.79 -3.93
H 3.91 2.11 -1.70
H 2.18 1.53 -1.64
H 2.54 3.06 -2.42
H 3.40 -2.32 -3.95
H 1.86 -2.86 -3.50
H 3.06 -2.43 -2.19
O -0.37 1.17 4.71
C 0.01 0.50 3.77
O -0.33 0.73 2.53
C -1.14 1.96 2.31
C -0.29 3.20 2.29
C 0.95 -0.61 3.85
H -1.97 1.99 3.04
H -1.62 1.72 1.37
H 0.23 3.40 3.23
H -1.02 3.96 2.06
H 0.37 3.03 1.46
H 1.79 -0.45 3.18
H 0.48 -1.57 3.66
H 1.25 -0.62 4.90
O -1.82 -2.73 1.61
C -0.71 -3.18 1.82
O -0.36 -3.90 2.91
C -1.37 -4.02 3.89
C -0.79 -4.52 5.18
C 0.49 -2.95 0.98
H -2.17 -4.65 3.51
H -1.93 -3.07 3.98
H -0.11 -3.78 5.59
H -0.30 -5.49 5.05
H -1.60 -4.68 5.91
H 1.34 -2.57 1.57
H 0.22 -2.30 0.16
H 0.65 -3.96 0.63
```

Results
HOMO energy, eV: -10.08
Orbital gap, eV: 10.50
ΔE to the lowest compared entry with this formula, charge and spin, eV: 0.000

Results of the Mulliken charge analysis, in e, for atoms 1 through 8: atom 1 (C): 0.6919, atom 2 (Cl): -0.1076, atom 3 (Cl): -0.1677, atom 4 (Cl): -0.1372, atom 5 (H): -0.3422, atom 6 (C): 0.1576, atom 7 (Cl): -0.1309, atom 8 (Cl): -0.1047

4.
Entry from OMol25: a molecular structure, C10H5ClMnNO5 (wB97M-V/def2-TZVPD).

Geometry as XYZ:
```
23
Properties=species:S:1:pos:R:3
O 0.98 -0.46 -2.75
C 0.07 -0.51 -2.10
Mn -1.09 -0.76 -0.97
O -2.66 1.22 -2.17
C -2.12 0.35 -1.62
C -2.06 -1.51 0.52
O -2.89 -1.78 1.31
C 1.73 -2.53 -0.75
O 1.27 -2.51 0.34
C -1.69 -2.34 -1.74
O -2.21 -3.17 -2.38
H 2.57 -3.10 -1.15
Cl 1.66 3.93 -0.22
C 1.10 2.51 0.55
C 1.26 2.35 1.93
C 0.80 1.15 2.49
C 0.16 0.20 1.68
N -0.02 0.41 0.36
C 0.44 1.54 -0.21
H 1.75 3.10 2.53
H 0.87 0.93 3.55
H -0.20 -0.74 2.08
H 0.31 1.72 -1.28
```

Results
HOMO energy (alpha / beta), eV: -9.70 / -13.96
Orbital gap (alpha / beta), eV: 5.79 / 6.39
<S²>: 8.8079
Spin multiplicity: 6
Net charge: +1
ΔE to the lowest compared entry with this formula, charge and spin, eV: 0.355

Results of the Mulliken charge analysis, in e, for atoms 1 through 8: atom 1 (O): -0.2403, atom 2 (C): 0.2351, atom 3 (Mn): 0.7835, atom 4 (O): -0.2913, atom 5 (C): 0.0991, atom 6 (C): 0.5891, atom 7 (O): -0.2610, atom 8 (C): -0.1003